{"formula": "C15H31CoN3OP2S10Sb", "method": "ωB97M-V with the def2-TZVPD basis set", "elements": ["Co", "S", "Sb", "S", "S", "S", "C", "S", "C", "H", "H", "H", "H", "H", "H", "C", "S", "C", "C", "S", "S", "C", "S", "S", "H", "H", "H", "C", "P", "C", "C", "O", "H", "H", "H", "H", "H", "H", "H", "H", "H", "C", "N", "C", "N", "C", "N", "C", "P", "C", "C", "H", "H", "H", "H", "H", "H", "H", "H", "H", "H", "H", "H", "H"], "positions_angstrom": [[0.084, 0.859, 0.095], [-1.700, -4.059, -2.057], [-1.199, -5.104, -0.099], [-1.254, -0.913, 0.214], [0.699, -1.266, -0.224], [-1.959, -3.911, 1.678], [2.093, 3.595, -0.172], [2.208, 1.800, -0.169], [3.039, 1.558, 1.405], [3.096, 4.018, -0.134], [1.481, 3.928, 0.664], [1.607, 3.898, -1.099], [2.450, 2.008, 2.200], [4.038, 1.986, 1.351], [3.098, 0.484, 1.567], [-0.445, 5.755, 3.376], [-0.029, 4.015, 3.085], [-1.631, 3.384, 2.764], [-2.048, 2.849, 1.599], [-1.196, 2.765, 0.085], [-3.690, 2.248, 1.602], [-4.115, 2.665, 3.234], [-5.584, 2.401, 3.898], [-2.788, 3.391, 4.082], [0.496, 6.274, 3.552], [-1.083, 5.874, 4.250], [-0.934, 6.175, 2.499], [0.677, -1.696, 3.140], [-0.063, -0.068, 3.210], [0.593, 0.682, 4.711], [-1.805, -0.329, 3.547], [0.299, 0.877, 2.066], [0.581, -2.147, 4.130], [1.731, -1.619, 2.875], [0.159, -2.329, 2.419], [0.379, 0.050, 5.574], [0.143, 1.664, 4.857], [1.673, 0.803, 4.614], [-1.883, -0.878, 4.488], [-2.262, -0.923, 2.760], [-2.311, 0.628, 3.660], [0.305, 1.651, -5.045], [-1.084, 1.850, -4.428], [-1.916, 0.597, -4.760], [-1.267, -0.562, -4.293], [0.053, -0.702, -4.885], [0.909, 0.453, -4.587], [1.271, 0.511, -3.163], [-0.212, 0.615, -2.059], [-1.006, 2.062, -2.943], [-1.266, -0.685, -2.829], [0.899, 2.524, -4.777], [0.149, 1.618, -6.124], [-1.524, 2.663, -4.860], [-2.016, 0.590, -5.847], [-2.888, 0.731, -4.286], [-0.047, -0.789, -5.969], [0.520, -1.604, -4.497], [1.934, 1.360, -2.988], [1.820, -0.391, -2.894], [-0.448, 2.982, -2.760], [-2.014, 2.205, -2.555], [-2.284, -0.599, -2.453], [-0.922, -1.676, -2.529]], "gap_ev": 5.4, "lumo_energy_ev": -0.9, "e_above_lowest_kj_mol": 78.5, "charge": 0}